# 1
ORCA calculation (the ωB97M-V functional and the def2-TZVPD basis) on a structure of composition C33H35BBrF5NbO14.

Geometry (Å):
C 4.5502 0.3272 2.7216
C 3.8834 -0.8279 1.7649
O 2.4135 -0.9527 1.8925
B 1.8503 -1.4918 0.6131
O 2.5935 -2.6521 0.0141
Nb -0.0211 -0.6004 -0.3921
C -0.0025 -2.4579 -1.7806
Br 0.0109 1.2917 1.4433
C 1.1802 0.6002 -1.9040
C 0.1229 1.0280 -3.1270
C 1.8185 2.0034 -1.3499
C 3.1332 1.8040 -0.3556
C -1.4551 -1.7831 0.9984
F -2.3543 -2.7021 0.2516
F -0.7137 -2.6073 1.9916
C -2.4525 -0.6804 1.7466
C -2.5357 -0.6308 3.4133
C -3.4861 0.4770 4.2178
C -4.3946 1.5828 3.3761
C -4.3570 1.5371 1.7270
C -5.2223 2.6067 0.7766
F -6.5555 2.9327 1.3354
F -5.3605 2.1419 -0.6325
F -4.4352 3.8890 0.7026
C -3.4007 0.4089 0.9528
H 5.7283 0.3234 2.5415
H 4.1827 1.4202 2.5084
H 4.3131 0.0914 3.8491
H 4.3299 -1.8700 2.1118
H 4.2079 -0.6598 0.6529
H 3.1508 -2.2746 -0.7459
H -1.5406 0.0470 -1.2034
H -0.9697 -2.5474 -2.4348
H 0.0837 -3.4611 -1.1393
H 0.9586 -2.4612 -2.4889
H 2.0556 -0.0070 -2.4337
H 0.7089 1.7552 -3.8323
H -0.3609 0.1038 -3.6574
H -0.7219 1.6635 -2.5722
H 1.0129 2.7577 -0.8965
H 2.2458 2.5728 -2.3086
H 3.7581 0.9132 -0.7895
H 3.7520 2.8206 -0.3558
H 2.8546 1.5790 0.7581
H -1.9287 -1.3830 4.0786
H -3.5236 0.4852 5.4020
H -5.0522 2.3914 3.9571
H -3.4493 0.4436 -0.2277
C -2.4605 6.3241 1.2709
C -1.6047 6.1707 0.2586
C -0.4284 7.0695 0.0971
O 0.3512 6.8922 -0.8323
C -0.2510 8.1548 1.0746
C -1.1089 8.3101 2.0848
C -2.2692 7.3944 2.2617
O -3.0302 7.5512 3.2107
O -0.9497 9.3296 3.0054
O -1.7795 5.1686 -0.6780
H -3.3184 5.6766 1.4016
H 0.5980 8.8117 0.9353
H -1.6951 9.2295 3.6369
H -1.0307 5.2650 -1.3060
C -7.3063 -3.4665 -3.3622
C -6.1050 -3.1126 -3.8227
C -4.8649 -3.3985 -3.0493
O -3.7736 -3.0782 -3.5070
C -5.0048 -4.0609 -1.7431
C -6.2065 -4.4117 -1.2811
C -7.4435 -4.1505 -2.0671
O -8.5323 -4.5011 -1.6245
O -6.3454 -5.0321 -0.0531
O -5.9683 -2.4670 -5.0379
H -8.2157 -3.2668 -3.9150
H -4.0971 -4.2468 -1.1833
H -7.3096 -5.1850 0.0543
H -5.0038 -2.3196 -5.1480
C 7.5203 -3.7104 -1.4885
C 7.2111 -2.8375 -0.5277
C 7.1500 -3.2500 0.9019
O 6.8817 -2.4212 1.7645
C 7.4143 -4.6611 1.2239
C 7.7201 -5.5346 0.2625
C 7.8082 -5.1159 -1.1633
O 8.1095 -5.9377 -2.0224
O 7.9670 -6.8627 0.5578
O 6.9367 -1.5154 -0.8260
H 7.5705 -3.4237 -2.5314
H 7.3491 -4.9513 2.2647
H 8.1663 -7.2889 -0.3043
H 6.7434 -1.0881 0.0367

Calculated values
HOMO-LUMO gap in eV: 4.92
Charge: -1
HOMO in Ha: -0.1884
Maximum force in eV Å⁻¹: 4.89

# 2
ORCA calculation (the ωB97M-V functional and the def2-TZVPD basis) on the molecule C36H38F3NO2Si.

Geometry (Å):
C 3.8436 2.9530 2.0676
Si 3.7027 1.2950 2.8875
C 5.2634 0.3078 2.6695
C 3.2377 1.4464 4.6799
O 2.5168 0.4597 2.0598
C 1.1274 0.2247 2.1838
C 0.8585 -0.9169 3.1943
C 1.8712 -1.8089 3.5459
C 1.5939 -2.8526 4.4342
C 0.3056 -3.0255 4.9367
C -0.7163 -2.1518 4.5605
C -0.4344 -1.0897 3.6985
C 0.3991 1.5346 2.5167
C 0.0563 1.8175 3.8384
C -0.5971 3.0154 4.1476
C -0.8543 3.9480 3.1440
C -0.4399 3.6912 1.8350
C 0.2305 2.5028 1.5252
C 0.6967 -0.3449 0.7817
C 1.5089 -1.5994 0.3916
C 0.6239 -2.8109 0.6554
C -0.8024 -2.2687 0.8046
N -0.6854 -0.8128 0.7840
C -1.7865 -0.0572 0.5753
C -3.0399 -0.5955 0.6880
C -4.1722 -0.1562 -0.1590
O -4.2245 -1.0303 -1.2869
C -3.3595 -0.9738 -2.3356
C -2.8784 0.2284 -2.8563
C -2.2946 0.2341 -4.1244
C -2.1746 -0.9415 -4.8661
C -2.5983 -2.1533 -4.3217
C -3.1307 -2.1851 -3.0402
C -3.4809 -3.4975 -2.4114
F -3.5792 -4.4887 -3.3473
F -4.6474 -3.5041 -1.7097
F -2.4968 -3.8968 -1.5286
C -5.5826 -0.3380 0.3889
C -6.6818 -0.2887 -0.4758
C -7.9770 -0.4380 0.0248
C -8.1816 -0.6237 1.3997
C -7.0793 -0.7995 2.2406
C -5.7844 -0.6459 1.7366
H 4.6575 3.5193 2.5422
H 4.0745 2.8337 1.0004
H 2.9148 3.5294 2.1596
H 6.1013 0.8720 3.1035
H 5.2084 -0.6653 3.1747
H 5.4769 0.1359 1.6060
H 4.1347 1.7483 5.2405
H 2.4626 2.2093 4.8268
H 2.8742 0.4943 5.0898
H 2.8780 -1.6790 3.1374
H 2.4034 -3.5268 4.7151
H 0.0907 -3.8488 5.6188
H -1.7346 -2.2753 4.9335
H -1.2230 -0.3854 3.4147
H 0.3099 1.1080 4.6303
H -0.8995 3.1965 5.1789
H -1.3719 4.8780 3.3849
H -0.6283 4.4128 1.0396
H 0.6392 2.3429 0.5233
H 0.8247 0.4418 0.0224
H 1.6751 -1.5128 -0.6885
H 2.4912 -1.6438 0.8649
H 0.6560 -3.5166 -0.1803
H 0.9156 -3.3528 1.5597
H -1.4283 -2.6232 -0.0268
H -1.2825 -2.6010 1.7386
H -1.6640 0.9868 0.2585
H -3.1870 -1.5312 1.2341
H -4.0055 0.8928 -0.4562
H -3.0375 1.1497 -2.2899
H -1.9618 1.1834 -4.5403
H -1.7630 -0.9212 -5.8762
H -2.5313 -3.0770 -4.8857
H -6.5159 -0.1413 -1.5438
H -8.8262 -0.3704 -0.6556
H -9.1932 -0.6347 1.8069
H -7.2181 -1.0152 3.3005
H -4.9146 -0.7525 2.3850

Calculated values
HOMO-LUMO gap in eV: 8.14
ΔE to the lowest compared entry with this formula, charge and spin in kcal per mole: 0.0
HOMO in Ha: -0.2790
Maximum force in eV Å⁻¹: 1.52